# C9H16N2PS

The ion C9H16N2PS with charge +1 in a non-equilibrium geometry (the ωB97M-V functional and the def2-TZVPD basis, the OMol25 dataset).

Geometry as XYZ:
```
29
Properties=species:S:1:pos:R:3:forces:R:3
C -1.65910 2.45471 -0.90014 0.366 -0.824 -0.599
H 1.78599 -4.49171 -1.80427 0.200 0.472 0.056
C -3.21443 2.16658 -0.75627 -0.203 1.135 0.107
C 2.02164 -2.09022 0.64273 0.206 -0.153 -1.510
H -1.45163 2.59343 -2.00218 -0.019 0.008 1.226
C -0.50258 0.13491 -1.29753 -0.323 2.121 1.951
H 1.12690 3.20651 2.38252 -0.460 -0.321 -0.789
C -0.01834 1.29031 0.90244 0.691 -1.826 -2.249
N 2.21302 -3.67847 -1.35622 -0.522 0.664 0.679
H 2.17444 -2.17734 1.75069 -0.582 0.364 -1.057
C 1.03574 -0.94471 0.24619 0.030 1.343 2.510
H 1.41404 0.09894 2.21001 -0.652 0.025 -1.190
H -3.71784 2.25863 -1.76228 0.596 -0.384 1.093
H -1.03484 0.14161 -2.28035 0.819 -0.516 0.934
H 3.03327 -1.79721 0.21748 -0.997 -0.283 0.469
H -3.64388 3.01712 -0.14712 0.297 -1.156 -0.490
H -3.47047 1.19520 -0.26635 0.318 0.841 -0.461
H -1.34966 3.39150 -0.37192 -0.394 -0.893 -0.637
C -0.73492 1.29197 -0.42236 1.488 -1.870 0.577
P -0.19327 2.69999 2.12273 -0.446 0.144 1.630
H -0.92203 3.80626 1.57653 0.767 -0.664 -0.474
C 1.67593 -3.49483 0.02302 0.360 -0.745 0.511
H 2.08396 -2.83805 -1.92228 0.110 -0.571 -0.065
H 0.57851 -3.73311 0.08683 0.807 0.434 0.120
C 0.86767 0.14861 1.23113 -1.596 0.583 -2.388
N 0.34213 -0.90734 -0.93500 -0.487 1.347 0.605
H 2.20484 -4.26530 0.66036 -0.678 0.856 -0.585
S -1.07321 2.19511 3.78240 0.207 -0.316 -0.457
H 0.42811 -1.67312 -1.61078 0.102 0.186 0.482
```
Forces are in eV/Å.

Values from the calculation:
SMILES ... CCc1c[nH+]c(CCN)cc1[PH2]=S
Gap between HOMO and LUMO ... 0.253 Ha
Total charge ... +1
Total energy ... -1201.28618 hartree

# C9H16N2S2

An isolated molecule of C9H16N2S2 in a non-equilibrium geometry (the ωB97M-V functional and the def2-TZVPD basis, the OMol25 dataset).

Geometry as XYZ:
```
29
Properties=species:S:1:pos:R:3:forces:R:3
H -3.15429 2.01575 0.84428 -1.622 -0.200 0.588
H 2.71450 0.86174 -0.50661 2.353 0.947 -0.982
C 1.12488 0.01636 -2.12920 2.551 3.343 -3.097
C -4.19816 1.67423 1.19287 1.168 -0.443 -2.772
H 4.52481 -0.32483 -0.32741 0.822 -0.659 0.732
H 0.38144 1.52129 -0.74398 0.329 -0.847 0.113
H 0.26201 -0.00484 -2.71026 -1.416 -0.541 -1.225
H 4.80996 -2.18729 -0.49571 -1.048 2.024 1.005
C -3.06452 -0.34903 0.25088 -0.871 1.649 -0.237
H 1.47408 1.95939 1.35807 0.163 -0.027 0.113
C -1.81555 0.28569 0.03424 0.327 -0.758 0.249
N -2.80137 -2.69140 -0.53273 0.430 -1.571 -1.392
H 1.22179 0.29025 1.93729 -0.248 0.294 0.739
C 1.92411 0.97074 1.46727 -0.912 -0.965 -0.631
C 2.10765 0.31209 0.12305 -2.376 0.315 -0.650
H 1.68678 -0.86037 -2.09818 0.321 -1.768 -0.157
C 4.33957 -1.30542 0.15418 1.560 -1.864 -1.705
C -3.07441 -1.55742 -0.28737 0.773 -1.028 0.359
H -4.99435 -0.33753 0.92458 0.896 1.108 -0.425
S 2.59151 -1.43925 0.10651 -1.297 -0.161 0.420
S -0.41120 -0.70382 -0.16743 -1.673 0.846 0.192
H -4.95062 2.30992 0.62596 0.795 -0.360 1.635
H 4.70852 -1.54682 1.14973 0.285 0.923 0.033
C 0.80513 0.49122 -0.80235 0.471 -0.235 3.038
H 1.85665 0.74651 -2.74767 -1.441 -1.125 1.516
H -2.40950 -3.11977 -1.40846 -0.701 0.860 1.050
H 2.82804 0.98266 2.02515 0.768 0.194 0.565
H -4.15256 1.65800 2.30041 -0.663 -0.073 -0.670
N -4.33491 0.33195 0.46289 0.255 0.121 1.597
```
Forces are in eV/Å.

Values from the calculation:
Gap between HOMO and LUMO ... 0.285 Ha
Total charge ... 0
Total energy ... -1258.20814 hartree
Energy relative to the best compared isomer or geometry (same formula, charge and spin) ... 93.7 kcal per mole

# C9H16N3O3

A cluster of 2 separate species, C9H16N3O3 in total in a non-equilibrium geometry (the ωB97M-V functional and the def2-TZVPD basis, the OMol25 dataset).

Geometry as XYZ:
```
31
Properties=species:S:1:pos:R:3:forces:R:3
O -0.22503 -0.13359 2.30340 -0.038 -0.225 -0.961
H -2.13135 -1.60148 1.30629 0.226 -0.171 -0.738
H -3.95242 0.66137 -0.66507 -1.163 -0.520 -1.205
C -0.92585 0.02379 -0.82611 1.591 -2.434 0.477
H 2.09473 -2.54552 -1.05468 -2.077 1.413 -0.105
H -3.54015 0.51562 1.04790 0.588 0.444 -0.924
H 2.10265 1.19942 3.36239 0.019 1.675 3.246
C -2.24088 -1.61879 0.19326 -2.317 0.833 3.327
H 0.33337 -2.67789 -1.29015 -0.979 -0.761 -0.860
N 0.67957 -1.28690 0.04471 -1.333 1.623 -0.775
C -3.15453 0.69513 0.00860 2.190 1.906 1.252
H -1.73144 2.21828 -2.69981 0.327 -0.559 0.102
O 3.31352 -0.16683 -0.82015 1.652 0.629 -0.048
H 1.24933 -1.32382 -2.04544 -0.049 1.001 -1.161
H 0.08115 2.16830 -2.76116 0.982 1.574 -1.647
H -1.58480 -2.32154 -0.19059 1.050 -1.002 -1.029
N -2.06118 -0.26003 -0.25456 0.688 1.384 -1.573
C 2.72428 0.15056 0.35842 -0.046 -0.289 0.684
H -0.77328 2.91895 -1.37319 0.267 0.213 0.260
H 4.28091 0.14945 -0.86144 -2.275 -0.646 0.387
H -3.30922 -1.86621 0.08090 0.490 -0.140 -0.560
H -2.64460 1.72413 -0.13491 -1.221 -1.450 0.760
O -0.34065 0.84824 -1.61657 -1.907 0.010 1.529
C 3.09847 0.82133 1.47123 -0.668 -0.791 -1.251
C 2.06596 0.79840 2.45009 -0.874 -1.757 -3.263
H 4.02255 1.25157 1.52665 2.158 1.218 0.488
C -0.77290 2.19531 -2.16890 -0.675 -1.093 0.832
H -0.24943 -0.27413 3.24053 0.017 -0.099 0.845
C 1.04915 0.08600 1.90760 0.630 0.325 0.947
C 1.07362 -1.93494 -1.21434 3.435 -1.609 2.672
N 1.46847 -0.41417 0.67510 -0.687 -0.701 -1.710
```
Forces are in eV/Å.

Values from the calculation:
Gap between HOMO and LUMO (spin up / spin down) ... 0.256 / 0.254 Ha
Total charge ... +1
Total energy ... -742.04975 hartree
Energy relative to the best compared isomer or geometry (same formula, charge and spin) ... 142.5 kcal per mole

# C9H16N6

The ion C9H16N6 with charge +2 in a non-equilibrium geometry (the ωB97M-V functional and the def2-TZVPD basis, the OMol25 dataset).

Geometry as XYZ:
```
31
Properties=species:S:1:pos:R:3:forces:R:3
N -3.62576 0.88523 -0.24342 -1.687 0.892 -1.603
H -2.56471 -1.36265 1.65687 0.381 -1.080 1.067
H 0.63150 1.95719 -0.41207 0.698 -2.170 1.988
H 0.72431 2.41188 1.89843 -0.058 -0.938 -0.333
C -0.29842 -3.05510 0.30510 2.279 -0.188 -1.273
H 2.91931 2.66714 -0.04479 0.228 -2.566 -1.302
H 3.25442 1.79254 -1.72437 -0.662 -0.518 1.530
H 1.86704 -2.75932 0.14911 1.849 0.051 -0.234
H 1.38319 0.95739 2.32221 1.669 -1.862 2.199
H -1.28419 -2.98756 0.50565 -3.296 0.068 0.702
N 1.69212 -1.76877 0.10746 -0.046 2.471 -0.168
H 4.01795 1.21379 -0.15675 0.999 0.914 -0.515
H 0.19962 -3.47028 1.15602 0.193 -0.579 0.706
C 0.27983 -1.68651 0.13128 -0.677 1.003 -0.336
C -3.83694 0.04166 0.69260 1.966 0.235 1.309
N 2.22379 0.58267 -0.14597 -0.808 -3.162 -0.323
H -2.51855 1.52081 -2.51925 -2.803 0.361 -3.122
C -1.82521 1.38930 -1.82061 5.390 2.632 1.744
C 2.55886 -0.73152 -0.13518 -3.270 0.547 -0.048
H -4.68412 0.13900 1.31622 -0.863 -0.558 0.425
H -0.79242 0.99275 -2.28662 -2.756 0.068 1.403
H 3.49462 -0.97128 -0.52464 1.737 -0.436 -0.134
N 0.91479 1.42967 1.64609 -1.612 3.067 -1.572
C -0.34787 -0.50370 0.02229 3.463 1.401 0.159
C 0.99854 1.09119 0.33833 -4.110 0.116 -2.197
N -2.40561 0.70959 -0.70999 2.789 -2.693 1.780
H -1.52175 2.46143 -1.45886 -0.706 -1.740 -0.619
C -1.72316 -0.18483 0.03824 -2.368 -0.563 2.039
H -0.19959 -3.77474 -0.53575 0.263 0.712 0.228
N -2.64990 -0.61240 1.03485 0.007 2.515 -4.045
C 3.11829 1.62542 -0.60246 1.813 1.999 0.544
```
Forces are in eV/Å.

Values from the calculation:
SMILES ... CC(=C=C1NC=NN1C)/[NH+]=C\N(C)C=[NH2+]
Gap between HOMO and LUMO ... 0.312 Ha
Total charge ... +2
Total energy ... -680.35925 hartree
Energy relative to the best compared isomer or geometry (same formula, charge and spin) ... 51.4 kcal per mole

# C9H16NO3

A cluster of 2 separate species, C9H16NO3 in total in a non-equilibrium geometry (the ωB97M-V functional and the def2-TZVPD basis, the OMol25 dataset).

Geometry as XYZ:
```
29
Properties=species:S:1:pos:R:3:forces:R:3
H -2.49890 -1.97961 1.39731 0.388 1.477 -1.152
C -2.34859 -0.90711 0.99343 -2.932 -1.770 -1.105
H -2.30552 -0.35013 1.86068 0.289 1.507 1.758
H -0.58756 0.13918 0.18223 0.162 0.409 -0.147
H 0.54571 -3.24503 -1.93413 -0.652 0.517 -1.167
H 1.07601 3.28982 1.78725 -0.837 -2.596 0.260
H -0.61911 2.43341 -1.06949 -0.948 0.601 -0.375
O -0.12174 -1.31805 -1.90749 -0.078 -0.590 -1.525
H 2.39779 0.31425 -0.85583 0.085 -0.444 -1.086
C 0.96218 1.38226 0.70461 0.922 -1.224 -1.737
H 1.97326 1.03385 -2.37344 0.118 -0.168 0.339
H -3.31045 -0.58311 0.44391 1.071 -0.665 1.162
C 0.58554 1.36134 2.96032 0.576 0.207 0.708
H 1.51220 -0.62404 3.14992 0.393 -1.169 0.790
C 1.19826 0.22421 2.63729 -0.661 2.178 -1.459
O 0.30148 2.60594 -1.26043 0.541 -0.988 0.361
C 0.07968 -2.51157 -2.67178 1.306 -1.989 0.013
C 0.46345 2.23164 1.76634 0.298 3.825 0.536
H -0.53438 2.69896 1.70003 0.002 -0.731 -0.485
C 0.89601 1.55231 -0.63115 1.410 -0.289 0.287
H -1.67029 -2.41431 -1.20127 -0.804 -0.768 0.199
H 0.28323 1.80579 3.90711 0.146 -0.860 -0.005
C -1.09742 -1.56075 -0.97106 0.541 3.546 2.218
H 0.80621 -2.38350 -3.50424 -0.534 0.420 0.678
N 1.64812 0.55671 -1.52651 -1.475 0.433 1.702
H 0.96606 -0.32353 -1.75254 0.837 1.031 0.314
H -0.85231 -2.96525 -3.11139 0.710 0.833 0.619
O 1.50886 0.19735 1.23886 -0.542 1.011 -0.002
C -1.25780 -0.66103 0.04145 -0.333 -3.744 -1.701
```
Forces are in eV/Å.

Values from the calculation:
Gap between HOMO and LUMO ... 0.344 Ha
Total charge ... +1
Total energy ... -632.62712 hartree
Energy relative to the best compared isomer or geometry (same formula, charge and spin) ... 48.1 kcal per mole

# C9H16NO3P

An isolated molecule of C9H16NO3P in a non-equilibrium geometry (the ωB97M-V functional and the def2-TZVPD basis, the OMol25 dataset).

Geometry as XYZ:
```
30
Properties=species:S:1:pos:R:3:forces:R:3
C -0.37800 4.97113 0.80748 -3.026 0.000 0.202
C -1.10638 0.36561 0.01928 -0.725 -3.110 0.175
H -3.67602 -1.88821 0.35670 0.406 -0.067 -0.056
C -2.33015 -3.56210 0.45551 -1.260 -0.231 0.577
H 0.52135 -3.79652 -1.68991 0.383 -0.157 -0.003
O -0.15110 -0.65237 -2.38245 -1.170 -0.798 1.828
H -2.86397 -4.14419 -0.27316 -0.149 -0.345 -0.356
H -0.87005 4.62505 1.73511 -0.227 0.355 -0.564
C 1.54821 -3.60321 -1.34207 -0.576 -0.780 1.139
C 0.12265 3.82462 0.08091 1.175 -1.836 -2.195
P -0.72768 -1.01145 -1.04008 -0.019 -1.225 -0.898
H 0.59521 3.76959 -2.01831 1.523 0.828 1.676
C -2.59831 -2.11502 0.27732 -0.901 0.775 1.036
C 1.20491 4.01867 -1.03211 -1.788 -3.056 -1.306
H 1.63839 4.99806 -1.10275 0.317 0.275 0.178
H 0.39931 5.57212 1.12330 1.693 1.563 0.419
O 0.21963 -2.06306 -0.11786 -1.794 2.227 -1.553
H -1.31453 -3.75104 0.43137 2.133 -0.410 -0.585
H 2.17317 -3.63124 -2.19809 0.833 -0.329 -0.730
O -2.21243 -1.70836 -1.03719 2.072 0.734 -0.471
H 1.56181 -1.40302 -1.43514 0.673 1.164 -2.060
C -0.39364 2.60789 0.13268 1.112 0.956 0.179
H -2.09157 -1.48658 1.05439 -0.369 -0.547 -0.627
H 1.93221 3.13148 -0.94453 -0.681 1.756 -0.163
C 1.50727 -2.19565 -0.78281 0.063 -1.850 3.242
H 2.19271 -1.98688 0.04813 0.348 -0.391 -0.376
H -2.58823 -3.90864 1.44118 -0.659 0.003 0.525
N -0.47842 1.38446 -0.10446 -0.025 3.564 0.837
H -1.09957 5.56703 0.14382 0.946 -0.664 1.077
H 1.81671 -4.43938 -0.58797 -0.307 1.596 -1.149
```
Forces are in eV/Å.

Values from the calculation:
Gap between HOMO and LUMO ... 0.293 Ha
Total charge ... 0
Total energy ... -974.25353 hartree
Energy relative to the best compared isomer or geometry (same formula, charge and spin) ... 73.4 kcal per mole